Entry 1:
This record from the Open Molecules 2025 dataset describes a 2-piece molecular cluster, C2H6BrClN2 overall at a distorted geometry. The level of theory is the ωB97M-V functional and the def2-TZVPD basis.

CARTESIAN COORDINATES (ANGSTROEM)
C: -1.11 1.41 -1.29
C: 2.05 -0.86 0.92
N: -1.62 0.61 -0.42
N: -1.17 -0.52 -0.37
Cl: -2.98 1.22 0.66
Br: -2.07 -1.97 0.35
H: 2.17 -1.92 1.13
H: -0.56 1.16 -2.18
H: -1.13 2.49 -1.21
H: 1.13 -0.46 1.18
H: 2.95 -0.36 1.33
H: 2.34 -0.79 -0.10

Output
**Energy relative to the best compared isomer or geometry (same formula, charge and spin)**: 225.1 kJ/mol
**HOMO energy**: -8.484 eV
**Kohn-Sham gap**: 0.279 hartree

***

Entry 2:
This record from the Open Molecules 2025 dataset describes C28H33N4O10SSe2W as an isolated structure at a distorted geometry. The level of theory is the ωB97M-V functional and the def2-TZVPD basis.

CARTESIAN COORDINATES (ANGSTROEM)
W: -0.14 0.58 0.59
C: -2.42 -4.59 -0.28
C: -1.92 -3.29 0.28
N: -2.43 -2.71 1.30
O: -3.49 -3.37 1.80
C: -0.82 -2.57 -0.40
C: -0.27 -3.12 -1.67
N: -0.38 -1.46 0.08
O: 0.53 -0.74 -0.65
H: -3.00 -5.11 0.48
H: -1.60 -5.23 -0.60
H: -3.08 -4.41 -1.14
H: -3.69 -2.91 2.62
H: 0.07 -4.14 -1.52
H: 0.56 -2.51 -2.01
H: -1.06 -3.14 -2.42
O: -0.29 -3.82 4.48
C: -0.20 -2.68 4.15
C: -1.37 -1.72 3.89
O: -2.48 -1.79 4.35
C: -0.81 -0.76 2.92
C: 0.54 -0.92 2.80
O: 1.09 -0.15 1.87
C: 1.08 -1.95 3.68
O: 2.21 -2.19 4.00
O: -1.35 0.12 2.14
O: -4.81 3.35 0.95
C: -3.42 3.42 1.17
C: -2.62 3.59 -0.13
C: -3.14 4.86 -0.84
O: -2.43 5.13 -2.04
C: -1.13 3.83 0.14
Se: -0.36 2.79 1.65
C: -2.85 2.43 -1.08
Se: -2.45 0.60 -0.39
H: -5.06 2.45 0.74
H: -3.06 2.53 1.70
H: -3.22 4.28 1.81
H: -3.10 5.69 -0.14
H: -4.19 4.69 -1.11
H: -1.79 5.83 -1.89
H: -0.95 4.87 0.42
H: -0.53 3.60 -0.73
H: -2.27 2.58 -2.00
H: -3.91 2.36 -1.33
C: 1.28 0.88 -3.69
C: -0.01 0.95 -2.92
N: -1.09 0.42 -3.48
O: -0.05 1.50 -1.81
H: 1.18 0.34 -4.62
H: 2.03 0.40 -3.06
H: 1.62 1.90 -3.89
H: -1.05 -0.03 -4.38
H: -1.95 0.40 -2.96
N: 1.80 1.46 -0.02
S: 3.27 1.93 0.51
C: 4.39 0.53 0.38
C: 3.94 -0.78 0.43
C: 4.86 -1.80 0.30
C: 6.20 -1.51 0.10
C: 6.64 -0.20 0.03
C: 5.73 0.84 0.18
C: 3.19 2.19 2.28
C: 2.97 3.52 2.65
C: 2.83 3.83 3.99
C: 2.93 2.82 4.94
C: 3.21 1.52 4.56
C: 3.36 1.19 3.22
H: 1.77 1.75 -0.99
H: 2.88 -0.98 0.54
H: 4.52 -2.83 0.37
H: 6.92 -2.32 0.00
H: 7.68 0.03 -0.14
H: 6.05 1.87 0.13
H: 2.89 4.28 1.89
H: 2.64 4.85 4.28
H: 2.79 3.06 5.99
H: 3.34 0.75 5.31
H: 3.61 0.18 2.94

Output
**Charge**: +1
**Energy relative to the best compared isomer or geometry (same formula, charge and spin)**: 24.9 kJ/mol
**HOMO energy**: -10.697 eV
**Kohn-Sham gap**: 0.221 hartree

***

Entry 3:
This record from the Open Molecules 2025 dataset describes a 2-piece molecular cluster, C3H10NO overall at a distorted geometry. The level of theory is the ωB97M-V functional and the def2-TZVPD basis.

CARTESIAN COORDINATES (ANGSTROEM)
C: -2.18 -1.08 0.48
N: -1.11 -0.04 0.76
H: -3.10 -0.64 0.09
H: -1.78 -1.60 -0.38
H: -2.26 -1.84 1.28
H: -1.36 0.45 1.58
H: -1.18 0.65 -0.02
H: -0.12 -0.20 0.83
C: 2.53 0.03 -0.59
C: 1.58 0.79 -1.25
O: 0.71 1.49 -0.35
H: 2.97 0.23 0.50
H: 2.74 -0.99 -0.92
H: 1.47 0.80 -2.34
H: 1.10 1.96 0.32

Output
**Charge**: +1
**Energy relative to the best compared isomer or geometry (same formula, charge and spin)**: 263.6 kJ/mol
**HOMO energy**: -12.992 eV
**Kohn-Sham gap**: 0.347 hartree

***

Entry 4:
This record from the Open Molecules 2025 dataset describes a 5-piece molecular cluster, C34H35ClF7N5O16S overall at a distorted geometry. The level of theory is the ωB97M-V functional and the def2-TZVPD basis.

CARTESIAN COORDINATES (ANGSTROEM)
C: 4.03 -2.83 0.47
C: 4.57 -1.59 -0.34
O: 5.27 -0.81 0.28
O: 4.28 -1.45 -1.68
C: 3.65 -0.18 -1.97
C: 3.08 -0.07 -3.41
C: 1.87 -1.10 -3.72
C: 1.13 -1.55 -2.41
C: 1.17 -2.98 -1.87
S: 2.09 -4.18 -2.86
O: 2.12 -5.54 -2.34
O: 3.46 -3.78 -3.19
C: 1.19 -4.30 -4.53
F: 2.11 -4.07 -5.53
F: 0.75 -5.58 -4.69
F: 0.12 -3.44 -4.62
C: 0.48 -3.24 -0.62
Cl: 0.53 -4.89 0.10
C: -0.27 -2.19 0.15
N: -0.86 -2.58 1.34
C: -1.50 -1.56 1.95
C: -2.16 -1.90 3.35
N: -3.43 -2.64 3.22
C: -1.60 -0.17 1.37
C: -2.40 0.94 2.14
C: -1.43 2.14 2.49
N: -0.09 1.53 2.81
N: -1.04 0.23 0.20
C: -0.35 -0.82 -0.39
C: 0.37 -0.52 -1.69
C: 0.31 0.92 -2.22
C: 0.76 2.06 -1.41
C: 0.64 3.41 -1.92
N: 0.17 3.86 -3.13
C: -0.25 2.77 -3.85
C: -0.23 1.36 -3.52
H: 4.57 -2.95 1.44
H: 2.93 -2.75 0.68
H: 4.20 -3.79 -0.09
H: 2.92 0.05 -1.15
H: 4.47 0.61 -1.88
H: 2.65 0.96 -3.52
H: 3.90 -0.15 -4.18
H: 2.32 -1.94 -4.30
H: 1.15 -0.58 -4.39
H: -2.21 -1.02 4.04
H: -1.43 -2.63 3.83
H: -3.27 -3.58 2.85
H: -4.12 -2.13 2.69
H: -3.01 0.55 2.99
H: -3.14 1.34 1.37
H: -1.86 2.71 3.35
H: -1.28 2.75 1.56
H: 0.35 1.99 3.61
H: 0.47 1.64 1.96
H: 1.16 1.89 -0.38
H: 0.98 4.23 -1.23
H: -0.70 3.02 -4.86
H: -0.62 0.61 -4.24
O: 3.33 -1.87 5.23
C: 3.23 -3.00 4.88
O: 2.53 -3.95 5.55
C: 2.53 -5.12 4.74
C: 3.74 -4.91 3.89
F: 3.58 -5.46 2.66
O: 3.80 -3.50 3.75
H: 1.61 -5.16 4.16
H: 2.60 -6.02 5.35
H: 4.68 -5.27 4.33
O: -4.75 0.49 3.81
C: -5.67 0.85 3.14
O: -6.97 0.69 3.49
C: -7.75 1.37 2.51
C: -6.82 1.40 1.33
F: -7.01 2.51 0.58
O: -5.54 1.47 1.94
H: -8.00 2.37 2.87
H: -8.67 0.83 2.30
H: -6.87 0.51 0.69
O: -2.11 2.26 -5.67
C: -2.94 2.99 -6.11
O: -3.43 2.91 -7.38
C: -4.49 3.86 -7.47
C: -4.15 4.82 -6.38
F: -5.26 5.36 -5.83
O: -3.52 4.00 -5.41
H: -5.44 3.35 -7.30
H: -4.51 4.33 -8.46
H: -3.47 5.62 -6.68
O: 1.39 2.62 5.10
C: 2.40 3.09 4.69
O: 2.46 4.06 3.75
C: 3.83 4.44 3.63
C: 4.54 3.23 4.14
F: 5.70 3.56 4.76
O: 3.64 2.71 5.11
H: 4.01 5.33 4.25
H: 4.09 4.68 2.60
H: 4.73 2.46 3.38

Output
**HOMO energy**: -8.772 eV
**Kohn-Sham gap**: 0.157 hartree
**SMILES**: CC(=O)OCCCc1c(S(=O)(=O)C(F)(F)F)c(Cl)c2nc(CN)c(CCN)nc2c1-c1ccncc1.O=C1OC[C@@H](F)O1.O=C1OC[C@@H](F)O1.O=C1OC[C@@H](F)O1.O=C1OC[C@@H](F)O1

***

Entry 5:
This record from the Open Molecules 2025 dataset describes C18H21NO2 in the gas phase. The level of theory is the ωB97M-V functional and the def2-TZVPD basis.

CARTESIAN COORDINATES (ANGSTROEM)
C: 1.87 2.30 -2.01
C: 1.26 2.04 -0.63
C: 2.10 1.08 0.16
C: 3.11 1.57 0.99
C: 3.91 0.70 1.71
C: 3.72 -0.66 1.60
C: 2.73 -1.19 0.77
C: 2.58 -2.67 0.64
C: 1.92 -0.30 0.07
N: 0.90 -0.80 -0.79
C: -0.15 -1.56 -0.39
O: -0.29 -2.01 0.72
C: -1.16 -1.83 -1.51
C: -1.73 -0.53 -2.10
O: -1.82 0.51 -1.15
C: -2.71 0.40 -0.10
C: -2.51 1.30 0.94
C: -3.36 1.29 2.03
C: -4.41 0.39 2.09
C: -4.61 -0.49 1.05
C: -3.77 -0.50 -0.05
H: 1.24 2.98 -2.58
H: 2.85 2.75 -1.90
H: 1.98 1.38 -2.57
H: 0.24 1.66 -0.74
H: 1.20 2.99 -0.09
H: 3.25 2.63 1.07
H: 4.68 1.09 2.36
H: 4.35 -1.34 2.15
H: 2.47 -2.95 -0.41
H: 1.68 -3.00 1.16
H: 3.44 -3.18 1.05
H: 0.81 -0.32 -1.67
H: -1.95 -2.43 -1.06
H: -0.69 -2.41 -2.30
H: -2.70 -0.72 -2.57
H: -1.06 -0.13 -2.87
H: -1.69 1.99 0.88
H: -3.20 1.99 2.84
H: -5.07 0.39 2.94
H: -5.43 -1.20 1.09
H: -3.95 -1.20 -0.84

Output
**Energy relative to the best compared isomer or geometry (same formula, charge and spin)**: 12.9 kJ/mol
**HOMO energy**: -8.578 eV
**Kohn-Sham gap**: 0.340 hartree
**SMILES**: CCc1cccc(C)c1NC(=O)CCOc1ccccc1

***

Entry 6:
This record from the Open Molecules 2025 dataset describes C5H3N in the gas phase at a distorted geometry. The level of theory is the ωB97M-V functional and the def2-TZVPD basis.

CARTESIAN COORDINATES (ANGSTROEM)
C: -0.93 -0.33 0.00
C: -0.47 0.85 0.64
C: 0.84 1.05 0.46
N: 2.03 0.78 0.01
C: 1.50 -0.28 -0.50
C: 0.07 -1.01 -0.63
H: -1.96 -0.65 0.00
H: -1.10 1.51 1.19
H: 0.02 -1.94 -1.16

Output
**Energy relative to the best compared isomer or geometry (same formula, charge and spin)**: 270.2 kJ/mol
**HOMO energy (alpha / beta)**: -8.205 / -8.204 eV
**Kohn-Sham gap (alpha / beta)**: 0.321 / 0.321 hartree
**SMILES**: c1cc2nc-2c1

***

Entry 7:
This record from the Open Molecules 2025 dataset describes C5H4O in the gas phase at a distorted geometry. The level of theory is the ωB97M-V functional and the def2-TZVPD basis.

CARTESIAN COORDINATES (ANGSTROEM)
C: -2.09 0.79 -2.15
C: -1.10 0.12 -2.08
C: -0.09 -0.15 -1.17
C: 0.49 -0.07 -0.12
C: 1.09 -0.02 1.21
O: 1.48 -1.29 1.67
H: -2.90 1.45 -1.95
H: 1.99 0.60 1.18
H: 0.38 0.47 1.90
H: 0.74 -1.89 1.52

Output
**Energy relative to the best compared isomer or geometry (same formula, charge and spin)**: 327.6 kJ/mol
**HOMO energy**: -9.389 eV
**Kohn-Sham gap**: 0.371 hartree
**SMILES**: C#CC#CCO

***

Entry 8:
This record from the Open Molecules 2025 dataset describes a 5-piece molecular cluster, C5H22N2O4 overall at a distorted geometry. The level of theory is the ωB97M-V functional and the def2-TZVPD basis.

CARTESIAN COORDINATES (ANGSTROEM)
C: 1.60 -0.59 -1.68
N: 1.06 -0.09 -0.46
C: 1.69 2.10 1.85
C: 1.56 2.35 0.37
C: 0.49 1.18 -0.30
C: -0.08 1.77 -1.63
N: -1.21 0.88 -2.07
H: 1.26 -0.31 -2.67
H: 2.72 -0.66 -1.86
H: 1.20 -1.68 -1.51
H: 1.43 -0.51 0.38
H: 0.99 2.64 2.51
H: 1.83 1.16 2.34
H: 2.75 2.51 2.09
H: 2.54 2.30 -0.14
H: 0.89 3.24 0.29
H: -0.25 1.35 0.51
H: 0.75 1.86 -2.32
H: -0.58 2.80 -1.45
H: -1.21 0.70 -3.05
H: -1.08 0.08 -1.50
H: -0.57 -4.28 -1.95
H: -1.02 -3.74 -0.55
O: -1.13 -3.71 -1.46
H: -3.25 0.49 -0.81
H: -3.02 1.88 -0.22
O: -3.65 1.16 -0.22
H: -1.69 -2.54 1.02
H: -1.15 -3.64 2.16
O: -0.93 -3.05 1.44
H: -1.04 -1.23 3.81
H: -0.31 -2.38 3.11
O: -0.59 -2.04 3.97

Output
**<S²>**: 0.76
**Charge**: +1
**Energy relative to the best compared isomer or geometry (same formula, charge and spin)**: 102.7 kJ/mol
**HOMO energy (alpha / beta)**: -13.697 / -13.687 eV
**Multiplicity**: 2
**Kohn-Sham gap (alpha / beta)**: 0.388 / 0.228 hartree

***

Entry 9:
This record from the Open Molecules 2025 dataset describes a 2-piece molecular cluster, C18H25F8IN2O3P overall at a distorted geometry. The level of theory is the ωB97M-V functional and the def2-TZVPD basis.

CARTESIAN COORDINATES (ANGSTROEM)
C: 5.17 0.59 -1.51
C: 4.39 0.42 -2.93
P: 3.34 -1.15 -3.00
C: 3.69 -2.01 -4.69
C: 1.47 -0.75 -2.95
C: 0.90 0.57 -3.53
N: -0.47 0.83 -3.43
N: -1.22 -0.08 -2.83
C: -2.69 0.33 -2.73
C: -3.63 -0.46 -3.75
C: -5.02 0.37 -3.92
I: -5.87 1.03 -2.02
C: -0.95 -1.35 -2.26
C: -2.02 -2.34 -1.57
O: -1.30 -3.21 -0.66
C: -1.41 -2.75 0.69
C: -1.47 -1.21 1.14
O: -1.43 -3.62 1.59
C: 0.56 -1.81 -2.30
H: 6.03 1.33 -1.66
H: 5.61 -0.41 -1.15
H: 4.48 1.03 -0.71
H: 5.22 0.38 -3.72
H: 3.77 1.36 -3.13
H: 3.25 -1.39 -5.54
H: 3.18 -3.04 -4.71
H: 4.81 -2.18 -4.80
H: 1.60 1.34 -4.02
H: -2.80 1.45 -2.98
H: -2.99 0.23 -1.63
H: -3.15 -0.74 -4.74
H: -3.96 -1.46 -3.26
H: -5.82 -0.28 -4.42
H: -4.83 1.31 -4.54
H: -2.41 -3.01 -2.42
H: -2.91 -1.80 -1.10
H: -2.45 -0.79 0.71
H: -0.60 -0.68 0.62
H: -1.51 -1.06 2.26
H: 0.92 -2.80 -1.88
C: 0.56 0.14 5.11
C: 1.41 0.97 6.10
C: 0.64 1.64 7.24
F: -0.27 2.53 6.80
F: 1.49 2.33 8.04
F: 2.13 1.88 5.40
F: 2.32 0.12 6.65
O: 0.19 0.78 3.88
C: -0.97 1.57 3.88
C: -0.68 3.04 3.56
F: 0.15 3.59 4.46
F: -1.82 3.77 3.59
F: -1.63 1.40 5.04
F: -1.77 1.05 2.91
H: 1.20 -0.69 4.80
H: -0.30 -0.34 5.59
H: 0.13 0.89 7.86
H: -0.23 3.15 2.57

Output
**Charge**: +1
**HOMO energy**: -11.617 eV
**Kohn-Sham gap**: 0.252 hartree

***

Entry 10:
This record from the Open Molecules 2025 dataset describes a 2-piece molecular cluster, C4H9IOS overall at a distorted geometry. The level of theory is the ωB97M-V functional and the def2-TZVPD basis.

CARTESIAN COORDINATES (ANGSTROEM)
C: -1.61 1.03 0.82
C: -0.62 0.49 -0.15
C: -0.11 1.49 -1.15
C: 0.49 -0.13 0.54
O: 0.83 -1.25 0.42
H: -1.12 1.43 1.76
H: -2.02 0.30 1.34
H: -2.26 1.80 0.46
H: -1.08 -0.22 -0.89
H: -0.87 2.22 -1.50
H: 0.26 1.01 -1.94
H: 0.69 2.07 -0.72
H: 0.99 0.60 1.19
S: 2.28 -3.45 -0.84
I: 1.79 -5.12 0.79
H: 2.36 -2.28 -0.14

Output
**Energy relative to the best compared isomer or geometry (same formula, charge and spin)**: 145.4 kJ/mol
**HOMO energy**: -8.462 eV
**Kohn-Sham gap**: 0.298 hartree
**SMILES**: CC(C)C=O.SI

***

Entry 11:
This record from the Open Molecules 2025 dataset describes C33H25AgF3N5O4SSb as an isolated structure. The level of theory is the ωB97M-V functional and the def2-TZVPD basis.

CARTESIAN COORDINATES (ANGSTROEM)
Ag: 0.02 -0.75 0.56
C: 2.42 -3.09 -2.23
C: 1.51 -2.96 -1.04
N: 0.32 -2.49 -1.04
N: -0.21 -1.88 -2.18
C: 0.20 -0.57 -2.42
N: -0.74 0.18 -3.04
S: 1.68 0.03 -1.99
C: 1.96 -3.49 0.30
C: 3.06 -4.33 0.40
C: 3.40 -4.84 1.65
C: 2.64 -4.48 2.75
C: 1.57 -3.62 2.55
N: 1.24 -3.13 1.37
H: 1.93 -2.70 -3.12
H: 2.67 -4.14 -2.38
H: 3.34 -2.52 -2.06
H: -1.22 -1.89 -2.01
H: -1.71 -0.06 -2.87
H: -0.54 1.17 -3.03
H: 3.64 -4.59 -0.47
H: 4.25 -5.49 1.75
H: 2.87 -4.84 3.74
H: 0.97 -3.28 3.40
O: -3.43 5.46 2.02
C: -2.48 4.80 2.47
O: -1.93 4.86 3.59
C: -1.88 3.73 1.57
C: -0.51 3.71 1.33
C: 0.05 2.63 0.68
N: -0.66 1.57 0.31
C: -1.99 1.61 0.45
C: -2.64 2.69 1.04
C: -2.78 0.40 -0.07
O: -3.99 0.53 -0.20
O: -2.10 -0.65 -0.33
H: 0.11 4.51 1.71
H: 1.11 2.58 0.50
H: -3.71 2.67 1.12
F: 2.35 -2.38 8.66
C: 1.97 -1.81 7.49
C: 0.77 -1.14 7.43
C: 0.38 -0.56 6.23
C: 1.19 -0.65 5.10
C: 2.40 -1.34 5.20
C: 2.81 -1.92 6.39
Sb: 0.67 0.26 3.22
C: -1.39 0.58 3.62
C: -1.99 1.72 4.15
C: -3.37 1.79 4.29
C: -4.13 0.71 3.90
F: -5.48 0.77 4.03
C: -3.58 -0.43 3.35
C: -2.20 -0.48 3.21
C: 1.70 2.09 3.55
C: 2.94 2.18 2.91
C: 3.74 3.31 3.04
C: 3.27 4.35 3.80
F: 4.03 5.46 3.92
C: 2.04 4.31 4.43
C: 1.27 3.17 4.31
H: 0.15 -1.08 8.32
H: -0.57 -0.05 6.18
H: 3.05 -1.42 4.34
H: 3.74 -2.45 6.48
H: -1.45 2.63 4.37
H: -3.84 2.69 4.65
H: -4.22 -1.23 2.99
H: -1.77 -1.36 2.74
H: 3.29 1.37 2.29
H: 4.70 3.39 2.55
H: 1.69 5.17 4.99
H: 0.31 3.18 4.79

Output
**Charge**: -1
**Energy relative to the best compared isomer or geometry (same formula, charge and spin)**: 0.0 kJ/mol
**HOMO energy**: -5.155 eV
**Kohn-Sham gap**: 0.246 hartree

***

Please write out number 9 again, unchanged.
This record from the Open Molecules 2025 dataset describes a 2-piece molecular cluster, C18H25F8IN2O3P overall at a distorted geometry. The level of theory is the ωB97M-V functional and the def2-TZVPD basis.

CARTESIAN COORDINATES (ANGSTROEM)
C: 5.17 0.59 -1.51
C: 4.39 0.42 -2.93
P: 3.34 -1.15 -3.00
C: 3.69 -2.01 -4.69
C: 1.47 -0.75 -2.95
C: 0.90 0.57 -3.53
N: -0.47 0.83 -3.43
N: -1.22 -0.08 -2.83
C: -2.69 0.33 -2.73
C: -3.63 -0.46 -3.75
C: -5.02 0.37 -3.92
I: -5.87 1.03 -2.02
C: -0.95 -1.35 -2.26
C: -2.02 -2.34 -1.57
O: -1.30 -3.21 -0.66
C: -1.41 -2.75 0.69
C: -1.47 -1.21 1.14
O: -1.43 -3.62 1.59
C: 0.56 -1.81 -2.30
H: 6.03 1.33 -1.66
H: 5.61 -0.41 -1.15
H: 4.48 1.03 -0.71
H: 5.22 0.38 -3.72
H: 3.77 1.36 -3.13
H: 3.25 -1.39 -5.54
H: 3.18 -3.04 -4.71
H: 4.81 -2.18 -4.80
H: 1.60 1.34 -4.02
H: -2.80 1.45 -2.98
H: -2.99 0.23 -1.63
H: -3.15 -0.74 -4.74
H: -3.96 -1.46 -3.26
H: -5.82 -0.28 -4.42
H: -4.83 1.31 -4.54
H: -2.41 -3.01 -2.42
H: -2.91 -1.80 -1.10
H: -2.45 -0.79 0.71
H: -0.60 -0.68 0.62
H: -1.51 -1.06 2.26
H: 0.92 -2.80 -1.88
C: 0.56 0.14 5.11
C: 1.41 0.97 6.10
C: 0.64 1.64 7.24
F: -0.27 2.53 6.80
F: 1.49 2.33 8.04
F: 2.13 1.88 5.40
F: 2.32 0.12 6.65
O: 0.19 0.78 3.88
C: -0.97 1.57 3.88
C: -0.68 3.04 3.56
F: 0.15 3.59 4.46
F: -1.82 3.77 3.59
F: -1.63 1.40 5.04
F: -1.77 1.05 2.91
H: 1.20 -0.69 4.80
H: -0.30 -0.34 5.59
H: 0.13 0.89 7.86
H: -0.23 3.15 2.57

Output
**Charge**: +1
**HOMO energy**: -11.617 eV
**Kohn-Sham gap**: 0.252 hartree